Record 1
The following is a DFT calculation (ωB97M-V/def2-TZVPD) of a molecular structure, C36H48MnO4S2SbSi in a non-equilibrium geometry.

## Properties
- Energy relative to the best compared isomer or geometry (same formula, charge and spin): 194.5 kJ/mol
- Highest occupied orbital energy (alpha / beta): -0.300 / -0.300 Ha
- HOMO-LUMO gap (alpha / beta): 5.6 / 7.9 eV
- Expectation value of S²: 6.2595
- Largest force on an atom: 0.0236 Eh/bohr
- Calculated total energy: -4178.74087 hartree

```
! RIJCOSX wB97M-V def2-TZVPD def2/J DEFGRID3
* xyz 0 5
Sb 1.253 -0.610 0.574
Mn -1.203 1.150 -2.110
S -1.353 -0.207 -3.888
S -1.719 1.696 -4.734
Si 2.036 1.665 -2.683
O -1.332 2.570 -3.569
O -3.134 1.781 -4.988
O -0.873 1.843 -5.878
O 0.577 1.292 -1.985
C 3.327 -0.739 1.229
C 3.203 0.204 -2.519
C 5.275 0.666 1.578
C -0.695 -5.124 1.372
C -2.775 3.159 0.719
C 3.514 -3.271 1.486
C -2.918 1.783 0.105
C 1.149 1.918 4.279
C 1.924 -0.443 4.096
C -3.091 -0.634 0.284
C 0.092 -3.062 2.299
C -4.724 0.393 -2.967
C 3.931 0.518 1.268
C 2.666 3.154 -1.736
C 6.035 -0.461 1.851
C -0.445 -4.330 2.477
C -2.759 0.609 0.858
C -2.408 0.618 2.327
C 0.100 -3.361 -0.098
C -2.979 -1.896 1.102
C 0.389 -2.570 1.029
C 5.442 -1.713 1.816
C 0.901 0.849 2.140
C 1.297 0.782 3.483
C 0.340 3.195 2.418
C 0.675 3.113 3.760
C 4.092 -1.880 1.505
C 0.441 2.062 1.621
C -3.863 0.477 -1.735
C 1.946 2.024 -4.504
C -4.160 -2.022 -1.513
C -3.822 3.009 -1.918
C -0.432 -4.636 0.100
C -3.451 1.720 -1.212
C 0.347 -2.898 -1.516
C -3.656 -0.700 -0.988
H -1.577 -0.053 2.537
H -5.753 0.186 -2.655
H 4.300 -4.015 1.614
H 3.511 -0.003 -1.494
H -4.995 -1.888 -2.194
H -0.659 -4.692 3.476
H 1.723 -1.332 3.509
H 3.737 3.294 -1.910
H 6.041 -2.593 2.026
H -3.797 2.900 -2.996
H -2.056 3.772 0.173
H -3.739 3.672 0.687
H 1.163 2.746 -4.739
H 5.725 1.651 1.592
H -1.106 -6.119 1.493
H 1.724 1.119 -5.074
H -4.391 -0.406 -3.628
H 7.089 -0.366 2.081
H -3.928 -2.100 1.610
H 2.740 -0.696 -2.936
H 0.591 3.985 4.398
H -3.367 -2.544 -2.059
H 3.010 -0.325 4.133
H 4.113 0.406 -3.096
H 0.272 -2.454 3.175
H -0.203 -1.985 -1.741
H 3.340 1.405 1.054
H 1.405 -2.686 -1.691
H -2.120 1.593 2.698
H -2.454 3.124 1.752
H 1.436 1.861 5.324
H 0.011 4.137 1.995
H -2.736 -2.754 0.479
H -2.212 -1.822 1.862
H -4.835 3.305 -1.627
H 1.569 -0.591 5.117
H -4.722 1.299 -3.553
H -0.641 -5.258 -0.763
H 2.996 -3.473 0.546
H -3.270 0.273 2.905
H 2.901 2.428 -4.854
H 0.034 -3.662 -2.229
H -4.498 -2.664 -0.704
H 2.148 4.060 -2.062
H 0.169 2.117 0.574
H 2.788 -3.403 2.289
H -3.146 3.820 -1.668
H 2.505 3.040 -0.660
*
```

Want to see where the charge sits? The Mulliken charges in e are: 0.52 1.44 -0.37 1.03 0.53 -0.55 -0.60 -0.61 -0.13 0.53 -0.60 -0.78 -0.88 -2.41 -1.27 1.82 -0.78 -1.17 1.57 -1.05 -2.55 -0.47 -1.04 -0.83 -0.78 1.05 -1.98 0.34 -2.38 1.85 -0.64 0.39 1.14 -0.92 -0.92 0.64 -0.16 2.05 -1.15 -2.26 -2.16 -0.75 -0.26 -1.81 0.69 0.00 0.52 0.47 -0.04 0.52 0.43 -0.51 0.37 0.36 0.53 0.29 0.50 0.32 0.48 0.37 0.29 0.49 0.37 0.49 0.19 0.38 0.25 0.29 0.45 0.31 0.19 0.17 0.25 0.29 0.43 0.44 0.53 0.48 0.41 0.39 0.53 0.36 0.38 0.14 0.56 0.43 0.56 0.46 0.33 0.38 0.26 0.40 0.21


Record 2
The following is a DFT calculation (ωB97M-V/def2-TZVPD) of a molecular structure, C51H113BeN3O34P5 in a non-equilibrium geometry.

## Properties
- Highest occupied orbital energy: -0.332 Ha
- HOMO-LUMO gap: 4.3 eV
- Largest force on an atom: 0.1107 Eh/bohr
- Calculated total energy: -6454.64384 hartree

```
! RIJCOSX wB97M-V def2-TZVPD def2/J DEFGRID3
* xyz 1 1
P 6.270 -0.102 -0.510
P -2.108 5.169 -1.452
P -2.719 -4.195 -7.312
P -7.285 -0.759 -3.140
P 3.250 -3.521 -1.850
O -2.570 -4.046 -8.941
O -8.274 -0.837 -4.429
O 4.267 -4.220 -2.886
O -5.719 -0.208 3.537
O -2.165 6.808 -1.221
O -8.129 -1.105 -1.795
O 0.561 -6.379 3.175
O -6.023 0.937 1.549
O 0.455 2.982 0.614
O -1.842 4.321 2.855
O 3.704 -4.144 -0.364
O 7.015 -5.060 2.834
O -0.659 4.985 4.638
O -4.193 1.229 2.635
O -0.773 6.305 2.753
O -3.657 4.693 -1.055
O -0.259 -8.156 4.198
O -1.897 -2.927 -6.756
O -2.447 -5.553 -6.715
O 3.102 2.561 -0.354
O 7.001 1.353 -0.676
O 6.475 -0.396 1.059
O 7.355 -1.163 -1.078
O 4.858 -0.183 -0.964
O -6.663 0.581 -3.182
O 0.527 0.628 -0.857
O 1.959 -4.403 -2.169
O 3.074 -2.088 -2.006
O 5.388 -6.488 3.042
O -1.986 4.926 -3.086
O -1.709 -6.789 3.420
O -6.416 -2.103 -3.337
O -4.249 -3.780 -7.207
O -1.140 4.398 -0.536
N 5.920 -5.404 3.190
N 3.009 3.979 -0.035
N -0.325 -0.370 -0.259
C 3.645 -4.419 3.601
C 0.849 -4.316 -1.302
C 4.376 4.852 -2.077
C -7.497 0.833 1.565
C -0.034 0.420 2.312
C -2.108 -1.891 1.433
C -1.122 5.171 3.369
C -1.367 -4.182 -9.706
C 3.717 4.473 1.236
C -1.626 -2.771 -5.329
C -5.352 0.573 2.682
C -1.635 3.738 -3.622
C 5.265 4.515 1.164
C 5.674 -3.246 4.484
C 4.781 -3.550 0.349
C 0.939 -9.994 4.469
C -1.834 -0.619 -2.246
C 2.723 6.331 -0.880
C -1.797 -0.391 -0.696
C 0.126 -0.629 1.195
C -9.072 -2.245 -1.700
C 7.169 -1.790 -2.370
C -3.411 1.425 3.777
C -1.004 7.508 -0.841
C 3.329 6.850 0.375
C -4.145 4.309 0.252
C 3.268 5.893 1.536
C 6.028 0.551 2.043
C 1.688 -1.021 1.264
C 3.333 3.507 2.478
C 5.087 -4.350 3.784
C 1.946 4.526 -2.252
C -2.586 0.840 -0.329
C 0.531 3.631 6.217
C -2.211 -5.751 2.647
C -4.684 -2.444 -7.065
C 2.805 -3.417 3.969
C 0.988 -8.545 4.768
C -9.563 -0.226 -4.446
C -0.102 7.353 3.356
C 3.029 4.894 -1.229
C 3.347 -2.304 4.479
C 4.549 -5.608 -2.907
C 7.926 1.535 -1.728
C -0.405 -7.116 3.476
C -0.672 3.662 5.274
C 4.745 -2.252 4.808
C -0.646 -1.945 1.699
C -8.090 2.205 1.900
C -2.485 -1.641 -0.022
C -5.232 -2.203 -2.551
Be 2.786 0.614 -2.103
H 3.283 7.020 -1.513
H -2.468 -0.984 1.919
H -0.564 2.935 4.469
H -7.479 3.020 1.512
H 0.690 1.234 2.357
H 5.553 5.293 0.457
H -1.012 0.898 2.368
H 2.345 -0.159 1.146
H -4.053 -1.718 -6.552
H 0.558 7.243 4.217
H -5.492 -2.570 -6.344
H 1.057 -8.511 5.856
H -2.555 -2.489 -0.702
H 6.535 1.516 2.037
H 3.813 6.199 2.429
H 1.741 -3.538 3.826
H -5.204 -3.138 -1.991
H 1.315 4.223 5.744
H -0.549 8.039 -1.677
H 2.016 -1.600 2.127
H 6.184 -1.516 -2.750
H -0.349 -2.810 1.106
H -1.454 0.261 -2.764
H 4.494 3.895 -2.584
H 5.650 4.804 2.142
H -9.944 -0.238 -3.425
H -9.158 -2.579 -0.666
H -3.558 -1.529 0.138
H -10.076 -0.803 -5.216
H 2.891 7.794 0.700
H -9.660 0.749 -4.924
H -0.405 -4.091 -9.203
H 1.664 6.572 -0.970
H 0.339 -3.370 -1.487
H 3.615 3.959 3.428
H -10.078 -1.845 -1.826
H 0.727 2.645 6.639
H -0.111 3.523 0.059
H 1.745 5.339 -2.950
H -7.946 0.085 2.219
H -4.414 -2.262 -3.269
H 5.626 -5.753 -2.984
H -1.701 2.855 -2.986
H -5.072 -1.461 -1.768
H -2.486 1.140 0.714
H -0.568 -2.114 2.773
H -1.453 -4.964 -10.461
H 0.171 2.067 0.551
H -8.872 -3.075 -2.377
H 0.436 7.641 2.453
H -1.637 -5.640 1.727
H 0.269 4.115 7.158
H 3.789 2.535 2.287
H -7.861 2.287 2.963
H 2.298 5.802 2.025
H 5.551 -3.218 -0.347
H 5.360 5.090 -1.671
H 5.547 3.505 0.864
H 0.057 -0.129 3.249
H -2.333 -2.077 -4.875
H -5.093 -2.101 -8.015
H 7.106 -2.876 -2.302
H -3.558 3.539 0.752
H 8.389 2.520 -1.773
H 8.754 0.829 -1.665
H -3.270 -5.884 2.427
H -0.905 8.049 3.600
H 0.759 -10.144 3.404
H -3.090 0.522 4.295
H 1.953 -8.131 4.476
H -2.130 -4.894 3.315
H -9.175 2.280 1.822
H -7.775 0.451 0.583
H 1.000 4.351 -1.740
H 5.124 -1.368 5.301
H 4.110 -6.156 -2.073
H 4.551 -2.651 0.921
H 3.990 -6.015 -3.750
H 0.185 -5.164 -1.466
H 6.740 -3.160 4.633
H 1.936 -1.686 0.437
H -1.515 -3.202 -10.160
H -2.579 -2.756 1.901
H -5.178 4.026 0.054
H 5.120 -4.384 0.964
H 4.374 7.081 0.170
H 6.078 0.166 3.061
H 7.397 1.453 -2.678
H 1.371 3.090 0.350
H 2.728 -1.431 4.623
H -0.695 -2.206 -5.294
H 7.907 -1.403 -3.073
H -1.316 8.119 0.007
H -3.636 0.761 -0.608
H -1.368 -1.560 -2.540
H -1.508 -3.636 -4.677
H 1.908 -10.443 4.687
H 3.186 -5.319 3.220
H 2.266 3.334 2.622
H -2.058 3.596 -4.616
H -2.335 1.669 -0.991
H 4.978 0.837 1.971
H -4.027 2.029 4.443
H -4.154 5.225 0.844
H 1.059 -4.363 -0.234
H 4.380 5.643 -2.827
H -2.889 -0.632 -2.520
H 2.119 3.613 -2.822
H 0.159 -10.555 4.984
H -0.597 3.820 -3.945
H -0.315 6.715 -0.551
H -1.655 3.440 5.690
H -2.556 2.039 3.494
*
```

Results of the Mulliken charge analysis, in e, for atoms 1 through 99: -0.73 -0.19 0.99 1.06 0.50 -0.29 -0.40 -0.36 -0.61 -0.33 -0.01 -0.56 -0.09 2.72 -0.37 -0.19 -0.59 -0.44 -0.04 -0.12 -0.40 -0.30 -0.32 -0.70 -0.11 -0.17 -0.16 -0.31 1.00 -0.72 -0.19 -0.49 -0.07 -0.60 -0.37 -0.36 -0.37 -0.29 -0.41 1.10 1.07 0.70 -0.10 -0.54 -1.76 0.02 -2.28 -0.36 0.61 -0.68 1.22 -0.63 0.49 -0.26 -1.32 -0.89 0.33 -1.26 -2.16 -0.71 2.69 2.93 -0.83 -0.76 -0.58 0.08 -0.93 -0.08 -1.20 -0.37 -1.57 -0.76 -0.11 -1.46 -0.88 -1.29 -0.52 -0.53 -0.66 -0.04 -0.61 -0.69 1.11 -0.22 -0.75 -0.80 0.73 0.78 -0.48 -1.33 -1.15 -1.08 -0.34 0.85 0.34 -0.73 -0.70 0.19 0.26


Record 3
The following is a DFT calculation (ωB97M-V/def2-TZVPD) of a molecular structure, C24H19BaBrCl2FN3S.

## Properties
- Energy relative to the best compared isomer or geometry (same formula, charge and spin): 18.2 kJ/mol
- Highest occupied orbital energy: -0.216 Ha
- HOMO-LUMO gap: 5.8 eV
- Largest force on an atom: 0.0154 Eh/bohr
- Calculated total energy: -5108.15906 hartree

```
! RIJCOSX wB97M-V def2-TZVPD def2/J DEFGRID3
* xyz 0 1
Ba 1.255 0.827 -0.584
Br 0.579 -0.566 -7.842
Cl 4.366 1.878 -0.664
Cl 4.308 -0.983 0.044
S -2.344 -3.429 -0.365
F -4.951 -1.289 -0.136
N 0.560 -0.293 2.059
N -0.655 -1.445 3.526
N -0.592 -1.591 -0.164
C 0.122 -0.581 4.284
C 1.884 1.327 5.144
C -2.566 1.077 -1.526
C -0.343 -1.222 2.221
C -0.963 -1.952 1.111
C -1.260 -2.303 -1.028
C 0.878 0.128 3.354
C -1.971 1.640 -0.375
C 1.776 1.102 3.787
C -2.462 1.163 0.861
C -1.888 -2.941 1.198
C 5.244 0.326 -0.684
C 0.216 -0.368 5.655
C 1.308 0.372 -3.244
C 2.038 0.436 -5.612
C -3.984 -0.328 -0.214
C -3.556 0.107 -1.452
C -0.878 2.595 -0.453
C 0.867 -0.192 -6.005
C -0.094 -0.545 -5.076
C -3.458 0.200 0.946
C 2.229 0.700 -4.258
C 0.150 -0.257 -3.734
C 1.112 0.600 6.066
H 2.371 1.671 3.083
H 2.777 0.712 -6.353
H -1.138 -2.199 -2.096
H -0.650 -0.528 -3.044
H 3.164 1.199 -4.001
H -0.803 3.253 0.416
H -1.329 -2.108 3.863
H -2.338 -3.374 2.077
H -2.236 1.415 -2.502
H -0.380 -0.922 6.368
H 6.155 0.458 -0.115
H -1.010 -1.024 -5.400
H 1.221 0.806 7.123
H -3.833 -0.137 1.905
H -2.050 1.573 1.778
H -0.853 3.168 -1.382
H -4.003 -0.307 -2.348
H 5.440 0.072 -1.718
H 2.570 2.080 5.509
*
```

Want to see where the charge sits? The Mulliken charges in e are: 1.54 -0.23 -0.16 -0.11 -0.16 -0.43 0.05 0.08 0.16 0.62 -0.62 -0.41 0.07 -0.39 -0.33 0.60 1.00 -0.78 -0.46 -0.34 -0.26 -1.21 -0.63 -0.57 0.32 -0.59 -2.10 0.24 -0.68 -0.38 -0.38 0.53 -0.42 0.35 0.38 0.54 -0.16 0.25 0.32 0.21 0.37 0.39 0.40 0.32 0.40 0.38 0.47 0.29 0.36 0.47 0.29 0.39


Q: What is the formula in the first record?
A: C36H48MnO4S2SbSi